Below is a structure of composition C48H47N4O3P2S2Zr at a distorted geometry, with properties calculated with the ωB97M-V functional and the def2-TZVPD basis.

XYZ file:
```
107
Properties=species:S:1:pos:R:3:forces:R:3
Zr -1.03239 -0.10352 0.32312 -0.4889 0.3985 -1.3543
C -3.73988 2.00652 0.92874 0.1385 -0.0669 -0.1023
P -1.92350 2.33222 1.03085 -0.6981 0.3745 0.5349
C -1.83358 2.75448 2.80497 0.1964 -0.1911 -0.0538
C -1.23200 1.89316 3.71542 0.0027 0.2260 -0.0162
C -1.25138 2.18814 5.07367 0.0297 -0.0222 -0.0150
C -1.86654 3.34618 5.52020 -0.0005 0.0346 0.0566
C -2.45342 4.22019 4.61253 -0.0201 0.0276 -0.0555
C -2.43871 3.92616 3.25894 0.0126 -0.0141 0.0322
C -1.41593 3.86356 0.21769 0.2045 -0.1498 -0.0904
C -0.25354 4.46193 0.71248 -0.0776 0.0294 -0.0887
C 0.34446 5.50165 0.01636 -0.0421 -0.0598 -0.0308
C -0.21419 5.94926 -1.17447 0.0637 0.0049 0.0331
C -1.37211 5.36254 -1.66354 -0.0471 0.0091 -0.0746
C -1.96297 4.31044 -0.98046 -0.0809 -0.0125 0.0677
C -3.88187 0.62199 1.51044 -0.0224 -0.0597 0.0333
C -4.93361 -0.00679 2.12350 -0.1193 -0.0348 0.0360
C -4.50917 -1.33273 2.44296 -0.0562 -0.0136 -0.0066
C -3.21487 -1.45112 2.01031 -0.1290 -0.0611 0.0486
C -2.23990 -2.59667 2.02608 0.0148 0.2726 0.0530
P -0.60627 -1.82437 2.50517 -0.3385 -1.3741 0.0512
C 0.70169 -3.02179 2.07608 0.0541 0.1894 0.0741
C 2.01446 -2.58962 2.27838 -0.0207 -0.0477 -0.0491
C 3.08714 -3.39641 1.93031 -0.0138 0.0197 0.0242
C 2.85530 -4.64709 1.36601 0.0053 0.0135 -0.0200
C 1.55286 -5.08217 1.15958 -0.0214 0.0062 -0.0326
C 0.47820 -4.27311 1.51603 -0.0045 -0.0671 0.0221
C -0.79509 -2.05232 4.30831 0.0144 0.5391 0.0722
C -1.72227 -1.24308 4.96976 0.0067 -0.0796 0.0177
C -1.99417 -1.45269 6.31407 -0.0177 0.0126 -0.0145
C -1.34720 -2.46891 7.00390 0.0053 -0.0127 -0.0044
C -0.42115 -3.26901 6.34937 0.0129 -0.0218 -0.0102
C -0.13804 -3.06252 5.00540 0.0102 0.0367 0.0248
N -2.80719 -0.25228 1.45208 -0.4839 -0.2090 0.6739
H -4.08766 2.05403 -0.10749 0.0140 0.0268 -0.0194
H -4.30426 2.73902 1.50082 -0.0451 0.0608 0.0195
H -0.73038 1.00786 3.35574 0.0360 -0.1041 0.0431
H -0.78262 1.51432 5.78089 -0.0135 0.0056 -0.0412
H -1.88392 3.57763 6.57875 0.0112 -0.0108 -0.0524
H -2.91956 5.13345 4.96019 -0.0009 -0.0287 -0.0058
H -2.88823 4.61082 2.54858 -0.0145 0.0186 0.0334
H 0.18139 4.10116 1.63630 0.0483 0.0246 -0.0038
H 1.25384 5.95144 0.39396 -0.0330 0.0047 0.0131
H 0.26302 6.75006 -1.72651 -0.0529 -0.0066 0.0352
H -1.80672 5.71244 -2.59198 0.0109 -0.0158 0.0374
H -2.84448 3.83203 -1.39145 -0.0017 0.0270 -0.0045
H -5.90794 0.41841 2.32583 0.1296 -0.0108 -0.0136
H -5.09516 -2.09685 2.93467 0.0623 0.0566 -0.0568
H -2.15268 -3.06546 1.04554 -0.0150 -0.0903 -0.0721
H -2.53531 -3.35253 2.74865 0.0031 -0.1048 0.0362
H 2.19103 -1.60937 2.71022 0.0398 -0.0111 -0.0066
H 4.10064 -3.05342 2.10161 -0.0358 -0.0221 -0.0018
H 3.68911 -5.28568 1.09855 -0.0363 0.0321 0.0051
H 1.36907 -6.05494 0.71928 0.0006 0.0304 0.0392
H -0.53040 -4.62783 1.34850 0.0134 0.0022 -0.0051
H -2.25191 -0.46823 4.42911 0.0075 -0.0077 0.0387
H -2.71627 -0.82318 6.82109 0.0200 -0.0367 -0.0392
H -1.56983 -2.64258 8.04960 0.0275 0.0216 -0.0349
H 0.08083 -4.06678 6.88320 -0.0061 0.0426 -0.0159
H 0.58437 -3.69421 4.50535 -0.0147 -0.0054 0.0192
O 0.58528 1.04431 1.27127 0.3303 0.2824 0.0722
C 1.28052 0.47551 0.37948 0.8156 0.1433 0.0804
O 0.97403 -0.72357 0.08943 1.1399 -0.2488 0.2687
C 2.15241 1.22618 -0.54614 -0.1316 0.0935 -0.2108
C 3.51357 1.45026 -0.43303 0.0101 0.0067 0.1221
C 4.17002 2.14343 -1.43873 0.0485 0.0104 -0.0657
C 3.45657 2.60417 -2.54090 -0.0277 -0.0293 -0.0162
C 2.09152 2.37807 -2.65215 -0.0255 -0.0119 0.0076
C 1.41725 1.67142 -1.65668 0.0875 -0.0211 0.0280
S -0.30313 1.30052 -1.80818 -0.1875 -0.0431 0.0230
H 4.05832 1.09456 0.43437 -0.0352 0.0091 -0.0279
H 5.23501 2.32553 -1.36496 -0.0546 -0.0012 0.0030
H 3.97346 3.14205 -3.32692 -0.0336 0.0091 0.0435
H 1.52891 2.74558 -3.50360 0.0780 -0.0247 0.0147
N -2.85022 -0.20049 -1.22691 0.2080 0.3138 -0.5607
H -3.05679 0.71701 -1.61020 -0.1201 0.0934 -0.0286
H -3.71725 -0.57832 -0.86406 -0.0781 -0.0283 0.2153
H -2.57995 -0.76676 -2.02936 0.1256 -0.0828 -0.1601
C 4.97245 -2.65830 -3.76169 -0.0616 -0.0003 0.0589
C 3.64918 -3.19723 -3.22576 0.0670 0.0539 -0.0330
C 3.01783 -2.22240 -2.23732 0.0234 -0.1417 -0.1118
N 1.69036 -2.63210 -1.78527 0.1863 0.0167 0.1620
C 0.52228 -2.20698 -2.23598 0.2939 -0.0303 -0.1717
S -0.85059 -2.55621 -1.28885 -0.5506 0.0480 -0.1672
N 0.58290 -1.56242 -3.43848 -0.3495 -0.0658 0.2431
C -0.41894 -0.99072 -4.23852 -0.1049 0.0578 0.0678
O -1.59223 -1.04241 -3.97645 -0.0574 -0.0987 0.2633
C 0.09061 -0.31339 -5.47031 0.1073 -0.0081 -0.0469
C -0.85610 0.34389 -6.25255 -0.0269 0.0187 0.0274
C -0.48005 0.98969 -7.41751 0.0358 -0.0108 -0.0072
C 0.85012 0.97990 -7.81792 -0.0530 0.0290 -0.0090
C 1.80135 0.33393 -7.04299 0.0786 -0.0213 0.0120
C 1.42556 -0.31158 -5.87555 -0.0355 0.0232 0.0335
H 5.46963 -3.40063 -4.38463 0.0014 0.0423 -0.0059
H 5.64814 -2.39770 -2.94274 -0.0139 -0.0256 -0.0550
H 4.81800 -1.75859 -4.36374 0.0237 -0.0295 0.0301
H 3.80865 -4.15457 -2.72429 -0.0570 -0.0015 -0.0275
H 2.95369 -3.38427 -4.04983 0.0098 -0.0335 0.0093
H 2.96729 -1.21673 -2.66644 -0.0077 0.0693 0.1061
H 3.64212 -2.13368 -1.34781 -0.0281 0.0140 0.0297
H 1.63076 -3.12289 -0.90400 0.0148 0.0626 0.1207
H 1.51161 -1.43525 -3.79232 0.1258 -0.0124 -0.0972
H -1.88736 0.33675 -5.92887 -0.0018 -0.0066 -0.0019
H -1.22478 1.49853 -8.01565 0.0189 -0.0223 0.0068
H 1.14536 1.47302 -8.73566 -0.0071 0.0016 0.0406
H 2.84020 0.32963 -7.34813 -0.0392 -0.0149 0.0013
H 2.20330 -0.81062 -5.30672 0.0144 0.0207 -0.0701
```
Positions in Å, forces in eV/Å.

Output
Energy above the lowest of the compared OMol25 structures with the same formula, charge and spin: 0.198 eV
Energy: -3828.24174 hartree
Orbital gap: 7.494 eV
Strongest force on any atom: 1.5 eV Å⁻¹
Total charge: +1
Multiplicity: 1


Below is the molecule C18H26N2O3S, with properties calculated with the ωB97M-V functional and the def2-TZVPD basis.

XYZ file:
```
50
Properties=species:S:1:pos:R:3:forces:R:3
C -0.16421 -1.68486 -6.02769 0.0367 0.0350 0.0005
C -0.37130 -0.94647 -4.74089 -0.0418 0.0302 0.0394
C 0.04899 -1.48973 -3.53139 -0.0256 0.1320 0.0169
C -0.12597 -0.80096 -2.34294 0.1098 -0.1433 0.0252
C -0.72777 0.44162 -2.37157 -0.1865 0.2817 0.4451
C -1.15650 1.00194 -3.55912 -0.0906 0.1922 -0.0368
C -0.97715 0.30649 -4.74141 0.0703 -0.0293 0.1087
H -1.31123 0.73663 -5.67439 -0.0510 0.0499 -0.0826
H -1.63191 1.96971 -3.53497 -0.0900 0.1032 -0.0842
S -0.95542 1.34754 -0.85055 -0.2596 -0.1358 -0.0011
O 0.31256 1.82980 -0.37218 0.0638 -0.2923 0.0285
O -2.00496 2.31365 -1.04701 0.0266 -0.2829 -0.1605
N -1.43928 0.16254 0.19829 0.3766 0.7450 -0.4443
C -2.84378 -0.19086 0.28292 -0.7144 -0.2231 -0.3496
C -3.11240 -0.36840 1.77887 0.1799 0.0568 -0.1141
H -3.40767 0.58297 2.22328 -0.0513 0.0140 -0.0004
H -3.88763 -1.10598 1.97560 -0.0430 0.0329 0.0002
C -1.74448 -0.79322 2.31119 -0.0160 0.0476 -0.1273
H -1.55603 -1.84170 2.07535 0.0375 0.0112 0.0276
H -1.63294 -0.63483 3.38262 0.0636 -0.0097 0.0125
C -0.78053 0.07164 1.49218 0.4668 0.1337 0.2072
H -0.68295 1.06614 1.93643 0.0386 -0.1493 0.0896
C 0.56568 -0.62244 1.29123 0.0288 0.1356 0.1446
O 0.58969 -1.71182 0.73595 -0.1124 -0.3319 -0.0068
N 1.68720 -0.03748 1.74532 0.2708 -0.0611 -0.1573
C 1.79309 1.26744 2.35491 -0.3756 0.4646 0.3805
H 2.79161 1.65142 2.12748 -0.0906 -0.0064 -0.0440
C 1.61515 1.21717 3.87300 0.3827 0.0525 -0.2123
C 2.59499 0.25216 4.54316 -0.3621 -0.0579 0.0928
H 3.61895 0.52181 4.27803 0.1278 0.0624 0.0481
H 2.49592 0.37088 5.62463 0.0907 0.0279 -0.0087
C 2.33374 -1.21434 4.18291 0.3122 -0.0277 -0.0247
H 2.63799 -1.84833 5.01893 -0.0908 -0.0324 -0.0057
H 1.26034 -1.35956 4.04307 -0.0602 -0.0575 0.0734
C 3.07287 -1.71618 2.93953 -0.1763 0.0112 -0.0160
H 4.13756 -1.81083 3.16067 0.0346 -0.0610 0.0015
H 2.69062 -2.71133 2.70870 0.0882 -0.0506 -0.0358
C 2.90960 -0.81503 1.70148 0.1740 -0.4002 -0.0579
H 2.88405 -1.43432 0.80237 0.0946 0.1257 0.0882
H 3.74807 -0.12175 1.62026 -0.0867 0.0186 -0.0103
H 1.76596 2.22286 4.27034 -0.0829 0.0608 0.0147
H 0.59474 0.91095 4.11421 -0.0939 0.0245 0.0223
H 1.08238 1.94944 1.88700 0.1176 -0.0289 0.0469
H -3.01038 -1.12681 -0.26319 -0.0871 0.0844 0.0533
H -3.44231 0.60119 -0.17269 -0.0984 -0.1682 0.0729
H 0.18621 -1.22573 -1.40177 0.0391 -0.1346 0.1334
H 0.51537 -2.46385 -3.51760 0.0364 -0.1056 0.0108
H 0.71194 -1.29123 -6.54324 0.0466 -0.0274 -0.0817
H -1.02117 -1.56168 -6.68615 -0.0348 -0.0367 -0.0784
H -0.00438 -2.74466 -5.84773 0.0068 -0.0797 -0.0444
```
Positions in Å, forces in eV/Å.

Output
Energy above the lowest of the compared OMol25 structures with the same formula, charge and spin: 0.521 eV
Energy: -1434.93074 hartree
Orbital gap: 9.894 eV
Strongest force on any atom: 0.9 eV Å⁻¹
Multiplicity: 1